A gas-phase ion, CH5N2S (charge +1) at a distorted geometry, computed with wB97M-V/def2-TZVPD.

Geometry as XYZ:
```
9
Properties=species:S:1:pos:R:3:forces:R:3
N -0.945 -0.487 -0.336 0.546 2.581 -1.218
C 0.407 -0.285 0.364 2.967 -1.849 0.952
N 1.074 0.909 -0.098 -3.194 -0.585 -0.428
S 0.224 1.201 1.422 0.735 -1.292 -0.093
H -1.810 -0.769 0.109 0.225 -0.152 1.330
H -1.017 -0.928 -1.243 0.923 -0.475 -0.578
H -0.999 0.545 -0.510 -1.043 -0.583 -0.439
H 1.032 -1.356 0.504 -1.915 3.262 0.103
H 2.034 1.170 -0.212 0.755 -0.908 0.371
```
Positions in Å, forces in eV/Å.

## Properties
F_max = 3.78 eV/A
HOMO energy = -0.5069 Ha
spin multiplicity = 1
charge = +1
SMILES = [NH3+][C@H]1NS1
E_tot = -14923.868 eV
HOMO-LUMO gap = 9.59 eV

---

A molecular structure, C49H39GeNP2S6SbTc, computed with wB97M-V/def2-TZVPD.

Geometry as XYZ:
```
100
Properties=species:S:1:pos:R:3:forces:R:3
Tc 1.483 1.707 2.255 -0.428 -0.663 0.464
S 3.386 2.214 0.727 0.428 -0.015 -0.376
P 2.177 1.549 -0.729 0.462 0.341 0.204
C 0.755 0.822 0.134 -0.230 -0.008 -0.581
P -0.618 1.965 0.035 -0.212 0.233 0.528
S -0.035 3.383 1.352 -0.067 -0.020 0.032
C -2.228 1.234 0.476 -0.060 -0.029 -0.136
C -2.349 0.057 1.197 -0.052 -0.032 0.061
C -3.588 -0.499 1.482 0.014 -0.025 -0.004
C -4.742 0.145 1.066 -0.031 0.014 -0.001
C -4.642 1.351 0.383 0.033 0.037 0.006
C -3.400 1.891 0.084 0.002 -0.036 -0.041
C -1.041 2.773 -1.540 -0.005 -0.094 -0.090
C -1.299 4.140 -1.525 -0.092 0.039 -0.091
C -1.776 4.770 -2.669 0.007 -0.054 -0.037
C -1.985 4.043 -3.833 0.014 0.012 0.069
C -1.701 2.684 -3.859 -0.022 0.007 0.036
C -1.231 2.055 -2.718 -0.115 -0.007 -0.002
C 3.016 0.358 -1.801 -0.166 -0.020 -0.144
C 2.292 -0.359 -2.756 -0.008 0.081 -0.021
C 2.942 -1.221 -3.626 0.005 0.008 0.026
C 4.322 -1.365 -3.550 -0.007 0.022 0.024
C 5.046 -0.646 -2.607 -0.017 0.025 0.051
C 4.398 0.217 -1.731 0.040 -0.103 -0.037
C 1.897 2.973 -1.845 0.047 0.060 0.022
C 1.765 2.834 -3.228 0.033 0.049 0.065
C 1.691 3.954 -4.042 0.004 -0.013 0.057
C 1.751 5.225 -3.486 -0.004 -0.004 0.056
C 1.885 5.373 -2.113 0.018 -0.076 0.020
C 1.960 4.254 -1.295 0.109 0.037 -0.135
H -1.464 -0.410 1.587 0.160 -0.122 0.030
H -3.656 -1.416 2.059 0.021 0.066 -0.091
H -5.713 -0.280 1.291 0.053 0.037 -0.007
H -5.539 1.876 0.078 0.033 -0.008 -0.005
H -3.350 2.827 -0.455 0.003 0.005 -0.042
H -1.131 4.715 -0.623 0.003 -0.020 -0.037
H -1.979 5.833 -2.646 0.005 -0.024 -0.005
H -2.353 4.537 -4.723 -0.002 -0.002 0.021
H -1.839 2.114 -4.770 0.003 0.014 0.023
H -1.001 1.001 -2.761 0.022 -0.089 0.014
H 1.214 -0.252 -2.822 0.086 0.023 -0.023
H 2.372 -1.779 -4.360 0.019 0.027 0.035
H 4.834 -2.035 -4.229 -0.007 0.015 0.021
H 6.121 -0.758 -2.549 -0.031 0.006 -0.003
H 4.960 0.765 -0.985 -0.017 0.006 -0.020
H 1.728 1.857 -3.688 0.018 -0.024 0.000
H 1.597 3.832 -5.114 -0.009 -0.003 0.032
H 1.700 6.099 -4.125 0.013 -0.036 0.027
H 1.943 6.361 -1.672 -0.005 -0.034 -0.011
H 2.077 4.376 -0.228 0.050 0.009 -0.001
S 5.090 1.235 3.358 0.016 0.074 0.002
Sb 3.888 2.362 5.218 0.041 0.011 0.062
S 3.310 0.172 3.162 -0.013 0.025 -0.116
S 2.225 3.309 3.900 -0.182 0.054 -0.044
S 2.993 0.015 5.227 -0.025 0.017 0.011
N -4.757 -1.120 4.955 0.142 0.025 -0.040
C -3.689 -0.747 4.750 0.126 0.123 0.015
C -2.357 -0.274 4.443 -0.383 0.262 0.193
C -2.061 1.153 4.472 -0.010 -0.159 0.028
C -0.887 1.614 3.982 0.038 -0.181 -0.003
C 0.124 0.770 3.362 -0.100 0.299 -0.101
C -0.020 -0.671 3.792 -0.006 -0.118 -0.096
C -1.406 -1.148 4.116 0.347 -0.214 -0.080
H -2.805 1.833 4.867 0.005 -0.018 -0.008
H -0.712 2.679 4.013 0.012 0.039 -0.093
H 1.712 -1.313 2.662 0.004 0.090 0.099
H -1.602 -2.215 4.152 0.010 0.064 -0.033
C 2.473 -1.894 0.180 0.165 -0.198 0.080
Ge 0.679 -1.139 0.035 -0.008 0.269 0.192
C -0.209 -1.917 -1.505 -0.058 -0.210 -0.185
C -1.360 -1.381 -2.078 -0.082 -0.195 -0.087
C -1.928 -1.961 -3.209 0.027 0.033 0.070
C -1.349 -3.088 -3.777 0.027 0.014 0.012
C -0.209 -3.643 -3.205 -0.053 0.031 0.026
C 0.354 -3.062 -2.076 -0.080 0.047 -0.012
C 0.053 -2.114 1.706 -0.148 0.010 -0.069
C 0.769 -1.784 2.942 0.044 0.031 0.068
C 1.042 -2.902 3.875 0.041 0.040 0.067
C 0.493 -4.107 3.716 -0.093 -0.031 -0.052
C -0.447 -4.323 2.643 0.014 0.048 -0.098
C -1.126 -5.537 2.533 0.010 0.025 0.024
C -2.049 -5.731 1.530 -0.111 -0.066 -0.076
C -2.350 -4.721 0.597 -0.038 -0.148 0.076
C -1.676 -3.539 0.649 0.214 0.046 0.243
C -0.685 -3.300 1.657 -0.186 -0.046 0.000
H 2.828 -2.232 -0.794 0.026 0.073 0.088
H 2.475 -2.744 0.871 0.039 0.046 -0.098
H 3.155 -1.138 0.568 0.040 -0.054 0.009
H -1.848 -0.527 -1.627 -0.037 0.054 0.035
H -2.827 -1.533 -3.641 0.049 -0.019 0.019
H -1.784 -3.536 -4.662 0.011 0.016 0.048
H 0.240 -4.528 -3.639 -0.009 0.027 0.015
H 1.244 -3.506 -1.644 -0.047 0.019 -0.046
H 0.528 -0.694 4.749 0.066 0.033 0.019
H 1.671 -2.674 4.730 -0.008 -0.016 -0.055
H 0.688 -4.916 4.409 -0.012 0.001 -0.037
H -0.931 -6.318 3.258 -0.010 0.008 -0.032
H -2.571 -6.679 1.468 0.020 0.036 0.001
H -3.112 -4.882 -0.153 0.011 -0.015 0.034
H -1.930 -2.749 -0.036 0.035 0.082 -0.058
```
Positions in Å, forces in eV/Å.

## Properties
<S²> = 1.16
F_max = 0.92 eV/A
HOMO energy (spin up / spin down) = -0.3591 / -0.3518 Ha
spin multiplicity = 2
charge = +1
E_tot = -201772.909 eV
HOMO-LUMO gap (spin up / spin down) = 4.89 / 4.67 eV

---

A gas-phase ion, C7H10 (charge +1) at a distorted geometry, computed with wB97M-V/def2-TZVPD.

Geometry as XYZ:
```
17
Properties=species:S:1:pos:R:3:forces:R:3
C 1.235 0.336 -1.308 -0.567 -1.094 1.779
C 2.017 -0.774 -1.621 0.068 0.218 -0.582
C -0.417 -0.943 -0.026 0.600 -2.321 -0.445
C 0.160 0.251 -0.347 0.951 1.865 0.440
C -0.111 1.524 0.345 -0.315 -0.019 0.054
C -1.259 2.032 0.791 0.642 0.777 1.051
C -1.219 -1.471 1.116 0.697 0.673 -1.216
H 1.628 1.329 -1.534 -0.520 -0.081 -0.792
H 2.402 -1.446 -0.859 -0.688 -0.338 -0.144
H 2.340 -0.935 -2.641 0.618 0.286 0.006
H -0.147 -1.756 -0.712 0.068 0.231 0.074
H 0.771 2.138 0.525 -0.137 0.037 -0.455
H -1.133 3.032 1.207 -0.298 -0.168 0.036
H -2.236 1.619 0.991 -0.064 -0.418 -0.809
H -0.511 -1.911 1.834 0.024 0.491 0.183
H -1.814 -0.656 1.511 -0.351 -0.530 0.576
H -1.704 -2.369 0.728 -0.729 0.392 0.244
```
Positions in Å, forces in eV/Å.

## Properties
<S²> = 0.80
F_max = 2.44 eV/A
HOMO energy (spin up / spin down) = -0.5081 / -0.5141 Ha
spin multiplicity = 2
charge = +1
E_tot = -7409.891 eV
HOMO-LUMO gap (spin up / spin down) = 8.11 / 6.65 eV

---

Energy above the lowest of the compared OMol25 structures with the same formula, charge and spin, record by record: 2.598 2.534 1.609 eV